[1]
The following is a quantum chemistry calculation of a structure of composition C35H39N2O4P3Pd, from the OMol25 dataset.

Structure (XYZ):
```
84
C35H39N2O4P3Pd | the OMol25 dataset | the ωB97M-V functional and the def2-TZVPD basis
H -3.2373 -1.1691 -0.6983
P 1.0521 2.2862 -1.6560
C 1.9105 -1.0317 2.8844
H -0.2770 -1.8764 -5.0534
H 0.9443 -2.4482 -0.8056
C -4.6148 -1.8362 2.8468
H -4.9518 -2.9213 -0.3433
H -3.2925 4.1372 4.2500
C -2.6790 2.6118 2.8812
O -1.4973 0.6686 -0.3822
H -1.2756 0.0104 -3.9440
H 1.5947 4.0113 -0.0668
C -0.3303 -4.1445 -0.4508
H 2.6924 -3.3658 -6.0831
H -0.0325 1.2527 2.3981
H -0.9775 3.4981 -2.1173
C 2.3524 -2.3013 3.2480
O 1.6929 -1.1070 -2.6788
C 2.6704 2.3117 -2.4297
C 0.0043 3.4336 -2.5845
H 3.6229 -3.4265 4.5513
C 0.0230 -2.3740 1.1416
C 5.1391 2.3040 -3.7053
H -0.1129 3.0926 -3.6121
C -2.5740 2.2340 1.5418
H -0.9013 -0.0813 3.1449
H 0.4702 4.4205 -2.5963
C -3.6385 4.7063 2.2098
H 1.8854 1.6319 -4.3239
C 1.1902 2.9993 -0.0073
H -1.6331 -1.3524 -3.0753
C 5.0494 2.6719 -2.3724
H -1.9461 -4.7952 2.4551
C -3.6227 -1.3655 0.2937
H 1.0211 -3.6333 -5.5511
H 1.8317 2.3732 0.6091
H 3.7676 2.9697 -0.6930
H -2.3419 1.9569 3.6746
C -3.6551 -0.8596 2.6498
C -3.0019 3.1010 0.5402
C 3.8179 2.6787 -1.7329
C -1.1356 -4.8041 0.4671
H 2.0936 1.0910 3.2588
C -0.7600 -3.0581 2.0721
O 2.1785 -2.2776 -4.4641
C -1.3400 -4.2677 1.7325
N -0.8787 -0.7488 -3.3967
C -3.5343 4.3353 0.8779
P 0.7667 -0.8048 1.5459
H -5.0103 -2.0109 3.8374
H -2.9308 2.8002 -0.4967
H -3.3151 -0.2832 3.5007
H 6.0995 2.3054 -4.2012
H 5.9371 2.9609 -1.8283
H 1.4797 -2.1185 -6.4255
C 2.4138 0.0960 3.5415
H 0.1920 3.0481 0.4302
C 3.3396 -0.0504 4.5576
C -3.1485 -0.6258 1.3711
C -3.2109 3.8457 3.2128
C -5.0766 -2.5815 1.7675
C 1.3191 -1.6012 -3.7370
P -1.9216 0.6397 1.0725
Pd 0.2522 0.0488 -1.5128
O 1.3917 -0.1542 0.3252
H -4.0543 5.6690 2.4707
C 2.7705 1.9296 -3.7683
H -3.8746 5.0071 0.1028
H 3.7268 0.8203 5.0672
H -1.5872 -5.7516 0.2075
H 1.9737 -3.1803 2.7430
N 0.0331 -1.4824 -4.1790
H 4.0678 1.6505 -5.4461
C 0.2563 -2.9311 -0.1128
C 1.7944 -2.8817 -5.7135
H -0.9115 -2.6622 3.0679
H 4.4908 -1.4353 5.7180
C -0.5289 0.2991 2.1921
C 3.2814 -2.4415 4.2674
H -0.1311 -4.5919 -1.4149
H -5.8316 -3.3396 1.9222
C -4.5828 -2.3460 0.4950
C 3.7699 -1.3211 4.9204
C 3.9971 1.9330 -4.4053
```

Results
Orbital gap (spin up / spin down), eV: 8.5206 / 7.6309
ΔE to the lowest compared entry with this formula, charge and spin, kcal per mole: 5.41
Lowest unoccupied orbital energy (spin up / spin down), eV: -4.60 / -6.37
2S+1: 3
HOMO energy (spin up / spin down), eV: -13.1 / -14.0
Net charge: +2
Energy, eV: -79434.2888

Atomic partial charges in e from the Mulliken method, atoms 1 to 5: 0.29 1.46 0.68 0.22 0.77

---

[2]
The following is a quantum chemistry calculation of a cluster of 2 separate species, C2H9NP2 in total in a non-equilibrium geometry, from the OMol25 dataset.

Structure (XYZ):
```
14
C2H9NP2 | the OMol25 dataset | the ωB97M-V functional and the def2-TZVPD basis
C -1.9534 0.8177 0.2763
H 2.8401 -0.2152 1.5792
N 0.7204 0.2089 0.2606
H -1.9277 -0.2218 0.6254
H 0.1137 -1.9103 0.5464
H -2.2979 1.4202 1.0715
H -0.7830 -1.7494 -1.1597
C 0.1334 -1.7495 -0.5037
P 2.4641 0.1260 0.1211
P -0.1524 1.5332 -0.1765
H -2.7630 0.8877 -0.4798
H -0.2828 1.2823 -1.7307
H 1.0848 -1.9738 -0.9621
H 2.8036 1.5438 0.5322
```

Results
Orbital gap (spin up / spin down), eV: 7.7819 / 7.7805
ΔE to the lowest compared entry with this formula, charge and spin, kcal per mole: 64.03
Lowest unoccupied orbital energy (spin up / spin down), eV: -0.47 / -0.47
HOMO energy (spin up / spin down), eV: -8.3 / -8.2
Energy, eV: -22283.3679

Atomic partial charges in e from the natural (NBO) method, atoms 1 to 5: -0.90 -0.04 -1.18 0.22 0.21

---

[3]
The following is a quantum chemistry calculation of a cluster of 4 separate species, C4H16O4 in total, from the OMol25 dataset.

Structure (XYZ):
```
24
C4H16O4 | the OMol25 dataset | the ωB97M-V functional and the def2-TZVPD basis
H 3.3659 -2.3932 1.2143
H -2.2694 -1.5321 0.8501
H -3.3850 1.6430 -2.4464
H 0.5943 1.9435 -0.0518
H 2.6208 -1.1439 0.1957
O 1.6837 -3.0033 0.2654
H -3.6544 0.4744 -1.1289
O -1.7028 1.1876 -1.2795
H 1.3298 2.5647 1.4605
H 2.3313 2.8749 -1.1538
C 2.4172 -1.9716 0.8848
H -0.8698 -2.4095 1.4377
H -1.1369 -0.7612 2.0032
C -2.9476 0.8182 -1.8854
O 2.3174 3.1205 -0.2252
H -0.9421 -0.3564 -0.4814
H 0.8131 -2.6403 0.0605
H 2.0630 1.2170 0.5998
H -1.6671 2.1381 -1.1516
H -2.7588 0.0034 -2.5842
H 1.9037 -1.5554 1.7604
C -1.2203 -1.4198 1.1347
O -0.4129 -0.9633 0.0513
C 1.5270 2.1648 0.4698
```

Results
SMILES string: CO.CO.CO.CO
Orbital gap, eV: 10.1682
ΔE to the lowest compared entry with this formula, charge and spin, kcal per mole: 49.08
Lowest unoccupied orbital energy, eV: 0.41
HOMO energy, eV: -9.8
Energy, eV: -12595.7085

Atomic partial charges in e from the natural (NBO) method, atoms 1 to 5: 0.18 0.17 0.18 0.16 0.16

---

[4]
The following is a quantum chemistry calculation of a cluster of 4 separate species, C22H52N7O6 in total in a non-equilibrium geometry, from the OMol25 dataset.

Structure (XYZ):
```
87
C22H52N7O6 | the OMol25 dataset | the ωB97M-V functional and the def2-TZVPD basis
H -0.4468 3.4296 -3.0285
N 0.0030 2.4546 -7.4146
C -0.6272 1.9733 -6.1900
H 4.8447 -2.2164 8.8360
H -4.6369 0.4512 1.9866
O 3.7139 -0.9413 7.6390
H 2.0327 2.4024 -10.7451
C -4.6067 -1.0569 3.4837
H 4.1690 -2.1674 2.9087
N -2.7865 4.6322 -1.9990
C 3.5240 -2.5256 3.7174
H 3.1044 -2.1466 9.1614
N -2.5230 2.7652 -0.5814
H -0.3867 1.0822 -4.2727
H -1.1376 2.8185 -5.7093
H 2.5859 4.4650 -8.2897
C 1.0454 -2.0711 5.6477
H -1.5250 -1.5614 3.0232
O 2.6833 2.5007 -8.7682
C 1.0692 3.4301 -7.2074
N -0.6983 1.9613 -1.5701
H 1.7645 3.1078 -6.4224
H -0.8477 -0.7045 1.6476
O -2.7046 -0.0669 2.2209
C 2.1181 -1.9484 3.5137
H -4.0684 -3.1506 1.9362
H 0.0249 -2.2152 6.0075
H -1.5484 -5.1060 4.9434
C -1.5946 1.7601 -0.5971
N -4.0996 -2.3598 3.9087
O 0.7398 0.0095 -5.5383
H -3.8168 -5.4851 2.6375
N 4.1985 -2.2748 4.9902
H -4.3700 -0.3528 4.2850
C 4.3964 -0.8637 5.3053
H 1.6986 -2.6586 6.2946
H -5.3986 -3.7040 2.9707
H -3.6363 4.9509 -1.5371
H -3.6939 -5.0066 4.3300
H 5.0496 0.3899 6.9000
C -4.3362 -3.4431 2.9591
C 1.8884 3.6430 -8.4730
C -2.3111 5.3848 -3.1632
C 0.2520 1.2727 -5.1448
C -3.5117 -4.6736 3.3042
C -3.2588 5.6420 -4.1624
H -3.1058 -2.2725 4.0749
C -1.3437 -4.3045 4.2276
H 0.3730 1.6565 -7.9140
H 1.2880 -1.0088 5.7197
C 1.8850 0.0423 -6.3813
H -1.4014 1.2661 -6.4955
H 1.8351 -2.1624 2.4781
H 1.2564 3.9316 -9.3179
H 5.6899 -1.2493 7.0130
H 3.0187 1.0524 -10.1593
H -2.1312 -1.8938 1.3658
H 2.5543 0.8707 -6.1393
H 3.6564 -2.7080 5.7258
N -0.9928 3.0911 -2.2461
H 2.0907 -0.8566 3.6114
H 5.1791 -0.4590 4.6563
H -3.1660 5.0516 -5.0928
H 1.0708 1.9111 -4.7817
O -2.1285 -4.4446 3.0540
H -4.0722 6.3708 -3.9686
H 3.6821 -3.0211 7.7406
C 4.8002 -0.6656 6.7594
H -5.6976 -1.1131 3.4218
H 1.3344 1.1767 -9.6455
C -2.1115 3.5513 -1.6484
H 1.5844 0.0854 -7.4288
C 2.2316 1.7551 -9.8873
C 3.8570 -2.1452 8.3730
H 3.4534 -3.6107 3.6109
H -1.6191 0.9007 0.1153
H -1.2538 5.7038 -3.2502
H -0.2974 -4.3574 3.9389
H -4.2585 -1.1138 1.3110
C -1.7718 -1.1259 2.0549
C -4.0721 -0.4661 2.1750
H 2.4302 -0.8913 -6.2415
H 0.1110 1.4054 -1.8263
O 1.1104 -2.5496 4.3122
H -1.5114 -3.3324 4.7006
H 3.4816 -0.2811 5.1407
H 0.6268 4.3838 -6.9006
```

Results
Orbital gap, eV: 6.0418
ΔE to the lowest compared entry with this formula, charge and spin, kcal per mole: 204.69
Lowest unoccupied orbital energy, eV: -4.22
HOMO energy, eV: -10.3
Net charge: +1
Energy, eV: -46358.2531

Atomic partial charges in e from the Mulliken method, atoms 1 to 5: 0.29 -0.32 -0.44 0.34 0.36

---

[5]
The following is a quantum chemistry calculation of a structure of composition C12H18I2LuO5SSc in a non-equilibrium geometry, from the OMol25 dataset.

Structure (XYZ):
```
40
C12H18I2LuO5SSc | the OMol25 dataset | the ωB97M-V functional and the def2-TZVPD basis
H -1.5925 -2.5481 2.7117
H -0.8365 -2.4258 4.3317
C 2.2031 -0.0294 -1.5725
H -0.3352 2.8018 -3.9535
H 0.8398 0.0297 3.9851
H 1.8822 -2.8042 1.6036
Sc 0.8790 -1.3994 -0.3663
C 1.3354 -0.8600 3.5844
O 4.0496 -0.7942 1.0111
H -2.3584 2.6700 -1.9118
H -1.5403 -0.9771 3.5487
C 0.0542 2.8785 0.1305
H 1.3044 -3.5543 3.1001
C -1.5268 0.0521 -4.0622
C -1.2726 1.1204 -3.0040
I 1.2885 -3.4710 -2.0203
O 2.9408 0.6282 -2.1717
H 0.7184 1.3794 -3.8165
C 0.6742 2.2106 2.4170
H -3.3678 1.3020 -2.4675
C -2.5178 1.9490 -2.7244
O 1.4867 2.8241 2.9678
C 0.9884 -2.9692 2.2313
O 0.5081 3.8548 -0.2972
S -0.9834 0.0168 -1.2602
C -0.9809 -1.9109 3.3718
C 3.0057 -1.0168 0.5506
H -0.6752 -0.6346 -4.1659
I -3.3657 1.9264 2.0005
H 0.3981 2.4001 -2.3928
H -2.4208 -0.5361 -3.8131
H -2.7867 2.5159 -3.6290
H 0.2475 -3.5513 1.6628
C 0.3788 -1.6590 2.7132
C -0.0463 1.9644 -3.2945
Lu -0.8824 0.9629 1.1075
H -1.7035 0.5128 -5.0468
H 2.2048 -0.5410 3.0005
O 0.1262 -0.8398 1.5165
H 1.6788 -1.4777 4.4238
```

Results
Orbital gap (spin up / spin down), eV: 6.0476 / 5.8018
ΔE to the lowest compared entry with this formula, charge and spin, kcal per mole: 0.00
Lowest unoccupied orbital energy (spin up / spin down), eV: -16.94 / -17.17
HOMO energy (spin up / spin down), eV: -23.0 / -23.0
Net charge: +4
Energy, eV: -104287.9418

Atomic partial charges in e from the natural (NBO) method, atoms 1 to 5: 0.24 0.29 0.48 0.30 0.22